Below is a cluster of 2 separate species, C3H8N2 in total in a non-equilibrium geometry, with properties calculated with ωB97M-V/def2-TZVPD.

XYZ file:
```
13
Properties=species:S:1:pos:R:3
C 1.569 1.109 -1.740
C 0.588 0.011 -1.133
C -0.243 -1.147 2.214
N 0.350 1.911 -1.908
N -0.368 0.964 -1.224
H 2.088 1.425 -0.811
H 2.054 0.853 -2.630
H -0.361 -0.420 2.998
H -1.254 -1.166 1.812
H -0.039 -2.161 2.544
H 0.343 -0.809 1.249
H 0.409 2.785 -1.418
H -1.440 0.807 -1.190
```

The value obtained for the HOMO energy is -8.44 eV. For the HOMO-LUMO gap, the calculation gives 9.47 eV. The energy relative to the best compared isomer or geometry (same formula, charge and spin) is 557.16 kJ/mol. As for the spin multiplicity: 1.

Which charges does Löwdin predict for the atoms? In e, they are: -0.1830 -0.0374 -0.0688 -0.0843 -0.0962 0.1123 0.0760 -0.0015 -0.0048 0.0078 0.0093 0.0928 0.1777

Below is a cluster of 2 separate species, C3H8N2 in total in a non-equilibrium geometry, with properties calculated with ωB97M-V/def2-TZVPD.

XYZ file:
```
13
Properties=species:S:1:pos:R:3
H -1.529 5.410 -1.211
N -2.002 4.633 -0.761
C -1.142 3.953 -0.125
N -1.447 2.852 0.658
H -0.079 4.194 -0.105
H -2.325 2.901 1.129
H -0.722 2.706 1.334
C 1.817 -4.959 0.161
C 1.350 -3.893 -0.473
H 1.186 -5.841 0.098
H 2.808 -5.157 0.544
H 0.376 -3.916 -0.947
H 1.708 -2.884 -0.302
```

As for the SMILES: [H]/N=C/N.C=C. The value obtained for the HOMO energy is -9.65 eV. For the HOMO-LUMO gap, the calculation gives 10.60 eV. The energy relative to the best compared isomer or geometry (same formula, charge and spin) is 228.46 kJ/mol. As for the spin multiplicity: 1.

Which charges does Löwdin predict for the atoms? In e, they are: 0.0290 0.0556 -0.3989 0.0572 0.1087 0.0784 0.0700 -0.0833 -0.0868 0.0414 0.0437 0.0428 0.0422

Below is the molecule C3H8N2 in a non-equilibrium geometry, with properties calculated with ωB97M-V/def2-TZVPD.

XYZ file:
```
13
Properties=species:S:1:pos:R:3
C 2.287 -0.102 -0.022
C 0.765 -0.016 -0.008
N -0.023 -1.094 0.049
N -1.372 -0.904 -0.085
C -1.953 0.439 0.034
H 2.857 -0.492 0.818
H 2.637 -0.560 -0.899
H 2.754 0.904 -0.007
H 0.352 1.028 0.027
H -1.968 -1.703 0.165
H -3.105 0.528 -0.256
H -1.499 1.048 -0.755
H -1.732 0.925 0.939
```

As for the SMILES: C/C=N/NC. The value obtained for the HOMO energy is -8.22 eV. For the HOMO-LUMO gap, the calculation gives 9.33 eV. The energy relative to the best compared isomer or geometry (same formula, charge and spin) is 292.06 kJ/mol. As for the spin multiplicity: 1.

Which charges does Löwdin predict for the atoms? In e, they are: -0.1044 -0.2059 -0.0045 -0.1618 -0.1358 0.0636 0.0411 0.0698 0.0892 0.1200 0.1239 0.0578 0.0472

Below is the molecule C3H8N2, with properties calculated with ωB97M-V/def2-TZVPD.

XYZ file:
```
13
Properties=species:S:1:pos:R:3
H 0.097 3.187 -1.046
N -0.137 2.271 -1.404
C -0.059 1.319 -0.577
N -0.251 0.009 -0.987
C -0.443 -1.001 0.055
C 0.705 -1.088 1.046
H 0.028 1.466 0.507
H -1.003 0.020 -1.665
H -0.578 -1.946 -0.467
H -1.387 -0.857 0.607
H 1.410 -1.880 0.797
H 0.342 -1.335 2.044
H 1.277 -0.165 1.089
```

As for the SMILES: [H]/N=C/NCC. The value obtained for the HOMO energy is -9.12 eV. For the HOMO-LUMO gap, the calculation gives 10.22 eV. The energy relative to the best compared isomer or geometry (same formula, charge and spin) is 142.89 kJ/mol. As for the spin multiplicity: 1.

Which charges does Löwdin predict for the atoms? In e, they are: 0.0311 0.0682 -0.3466 -0.0325 -0.2782 -0.0981 0.1206 0.1224 0.1062 0.1071 0.0699 0.0727 0.0572

Below is the molecule C3H8N2 in a non-equilibrium geometry, with properties calculated with ωB97M-V/def2-TZVPD.

XYZ file:
```
13
Properties=species:S:1:pos:R:3
C 0.460 1.969 -0.439
C -0.176 0.600 -0.308
N 0.793 -0.456 -0.289
C 0.518 -1.569 0.239
N -0.657 -1.958 0.847
H 1.130 2.018 -1.291
H -0.350 2.681 -0.640
H 0.996 2.290 0.444
H -0.839 0.608 0.582
H -0.921 0.483 -1.103
H 1.298 -2.321 0.259
H -1.483 -1.396 0.732
H -0.770 -2.948 0.968
```

As for the SMILES: CC/N=C\N. The value obtained for the HOMO energy is -9.07 eV. For the HOMO-LUMO gap, the calculation gives 10.06 eV. The energy relative to the best compared isomer or geometry (same formula, charge and spin) is 118.78 kJ/mol. As for the spin multiplicity: 1.

Which charges does Löwdin predict for the atoms? In e, they are: -0.1116 -0.3434 0.0053 -0.3103 0.0871 0.0659 0.0692 0.0644 0.1012 0.1109 0.1086 0.0732 0.0795

Below is a cluster of 2 separate species, C3H8N2 in total in a non-equilibrium geometry, with properties calculated with ωB97M-V/def2-TZVPD.

XYZ file:
```
13
Properties=species:S:1:pos:R:3
C -0.585 3.296 -2.995
C -0.662 1.939 -2.779
N -0.059 0.897 -3.569
H -0.483 3.593 -4.015
H -0.816 4.035 -2.294
H -1.435 1.545 -2.112
H 0.059 0.996 -4.569
H -0.426 0.008 -3.266
C 0.723 -3.286 4.230
N 0.644 -2.750 5.399
H -0.063 -3.986 3.875
H 1.635 -3.202 3.621
H 0.576 -1.709 5.217
```

As for the SMILES: C=CN.C=N. The value obtained for the HOMO energy is -8.23 eV. For the HOMO-LUMO gap, the calculation gives 8.52 eV. The energy relative to the best compared isomer or geometry (same formula, charge and spin) is 490.48 kJ/mol. As for the spin multiplicity: 1.

Which charges does Löwdin predict for the atoms? In e, they are: -0.0267 -0.2678 0.0186 0.0301 0.0117 0.0949 0.0773 0.0619 -0.1481 -0.0457 0.0613 0.0602 0.0723

Question: What is the formula in the sixth record?
Answer: C3H8N2

Question: Among the records above, which one has the highest HOMO energy?
Answer: number 3

Question: Which of these has the highest HOMO energy?
Answer: number 3

Question: What is the HOMO energy in the sixth record?
Answer: -8.23 eV